ORCA calculation (ωB97M-V/def2-TZVPD) on a 14-piece molecular cluster, C18H62Cl2O13Si overall.

LUMO level: 0.55 eV
HOMO: -0.333 Eh
Total energy: -2910.75054 hartree
Kohn-Sham gap: 9.6 eV
Net charge: 0

XYZ file:
```
96
C18H62Cl2O13Si (ωB97M-V/def2-TZVPD)
C -0.313 2.492 0.907
C 0.930 2.032 0.113
Si 0.646 0.301 -0.518
C 2.112 -0.392 -1.482
Cl 1.894 -0.519 -3.206
C 3.256 -0.772 -0.916
C 3.519 -0.724 0.564
Cl 4.561 -1.448 -1.845
H -0.062 2.660 1.956
H -1.128 1.763 0.900
H -0.721 3.420 0.505
H 1.145 2.714 -0.713
H 1.815 2.036 0.756
H 0.458 -0.584 0.649
H -0.532 0.269 -1.393
H 3.028 0.139 1.016
H 4.590 -0.651 0.754
H 3.145 -1.629 1.054
C -3.259 -1.270 -1.844
O -2.188 -1.923 -1.176
H -3.795 -0.701 -1.088
H -2.903 -0.558 -2.591
H -3.945 -1.982 -2.313
H -1.678 -2.419 -1.823
C 0.649 -1.564 3.153
O 0.086 -0.320 3.558
H 1.706 -1.385 2.972
H 0.553 -2.328 3.929
H 0.205 -1.936 2.230
H -0.854 -0.445 3.725
C -1.133 0.823 7.169
O -1.293 0.743 5.766
H -2.116 0.671 7.610
H -0.460 0.050 7.553
H -0.761 1.801 7.489
H -0.435 0.846 5.337
C -3.769 2.077 -0.009
O -3.176 1.915 -1.287
H -3.525 1.209 0.600
H -3.388 2.968 0.493
H -4.858 2.142 -0.084
H -3.398 2.699 -1.810
C 2.509 -4.162 0.194
O 2.197 -3.787 1.528
H 2.327 -3.287 -0.430
H 3.558 -4.452 0.089
H 1.878 -4.979 -0.166
H 2.373 -4.539 2.106
C 5.221 -5.736 3.038
O 4.093 -5.313 3.793
H 4.873 -6.517 2.365
H 5.642 -4.924 2.439
H 6.006 -6.153 3.673
H 4.370 -4.617 4.395
C -3.961 5.486 -0.814
O -4.081 4.779 -2.053
H -4.317 4.805 -0.047
H -2.916 5.733 -0.605
H -4.568 6.390 -0.791
H -3.776 5.355 -2.760
C -6.420 9.178 -1.338
O -6.222 7.786 -1.548
H -5.885 9.435 -0.426
H -6.019 9.779 -2.158
H -7.476 9.425 -1.201
H -6.689 7.528 -2.347
C 6.792 -4.418 -2.576
O 7.051 -5.814 -2.684
H 7.319 -4.069 -1.690
H 7.152 -3.865 -3.446
H 5.726 -4.213 -2.448
H 6.592 -6.144 -3.461
C 5.437 1.448 -4.266
O 4.323 1.960 -3.561
H 6.172 2.250 -4.325
H 5.887 0.597 -3.747
H 5.183 1.134 -5.282
H 3.665 1.257 -3.501
C -6.744 -0.145 -0.239
O -5.964 -0.287 0.943
H -7.456 0.654 -0.038
H -6.136 0.138 -1.102
H -7.306 -1.054 -0.466
H -5.325 -0.994 0.808
C -8.343 -0.986 3.701
O -8.656 -0.659 2.359
H -9.260 -1.351 4.161
H -7.586 -1.772 3.768
H -7.995 -0.118 4.269
H -7.850 -0.339 1.939
C 8.552 -2.269 -5.734
O 7.385 -1.894 -5.017
H 8.243 -3.014 -6.465
H 8.997 -1.425 -6.267
H 9.310 -2.716 -5.084
H 7.629 -1.231 -4.364
```

Let us look at the Löwdin charges, expressed in e, one per atom:
1. C -0.16
2. C -0.35
3. Si 0.66
4. C -0.81
5. Cl 0.62
6. C -0.81
7. C -0.11
8. Cl 0.68
9. H 0.07
10. H 0.03
11. H 0.06
12. H 0.07
13. H 0.06
14. H -0.01
15. H -0.01
16. H 0.06
17. H 0.07
18. H 0.06
19. C -0.16
20. O -0.14
21. H 0.05
22. H 0.08
23. H 0.08
24. H 0.07
25. C -0.17
26. O -0.14
27. H 0.06
28. H 0.08
29. H 0.05
30. H 0.07
31. C -0.16
32. O -0.14
33. H 0.08
34. H 0.08
35. H 0.07
36. H 0.05
37. C -0.17
38. O -0.13
39. H 0.07
40. H 0.06
41. H 0.08
42. H 0.05
43. C -0.14
44. O -0.14
45. H 0.06
46. H 0.08
47. H 0.08
48. H 0.07
49. C -0.16
50. O -0.13
51. H 0.08
52. H 0.08
53. H 0.08
54. H 0.08
55. C -0.13
56. O -0.13
57. H 0.06
58. H 0.08
59. H 0.05
60. H 0.08
61. C -0.15
62. O -0.13
63. H 0.08
64. H 0.08
65. H 0.08
66. H 0.08
67. C -0.17
68. O -0.13
69. H 0.08
70. H 0.06
71. H 0.05
72. H 0.07
73. C -0.17
74. O -0.14
75. H 0.08
76. H 0.04
77. H 0.08
78. H -0.01
79. C -0.15
80. O -0.14
81. H 0.09
82. H 0.07
83. H 0.09
84. H 0.08
85. C -0.17
86. O -0.13
87. H 0.07
88. H 0.08
89. H 0.08
90. H 0.02
91. C -0.16
92. O -0.14
93. H 0.08
94. H 0.08
95. H 0.08
96. H 0.07